The following is a quantum chemistry calculation of C2H6O3P as an isolated structure in a non-equilibrium geometry, from the Open Molecules 2025 dataset.

The geometry in ORCA input format:
```
! wB97M-V def2-TZVPD RIJCOSX def2/J DEFGRID3
* xyz -1 1
C -1.472 -0.450 -0.982
C -0.764 0.176 0.230
O 1.996 -0.599 -0.592
O 0.883 -0.421 1.802
O -1.360 0.421 1.257
P 1.168 0.405 0.161
H -1.253 0.040 -1.939
H -1.257 -1.420 -1.147
H -2.493 -0.452 -0.729
H 1.249 1.804 -0.905
H 1.639 -0.886 1.939
H 1.662 1.381 0.905
*
```

gap between HOMO and LUMO	7.741	eV
lowest unoccupied orbital energy	4.159	eV
E_HOMO	-3.58	eV


The following is a quantum chemistry calculation of C40H37AuN4SSb2 as an isolated structure, from the Open Molecules 2025 dataset.

The geometry in ORCA input format:
```
! wB97M-V def2-TZVPD RIJCOSX def2/J DEFGRID3
* xyz 2 3
Au -1.052 -0.405 0.909
N 0.422 -4.541 1.353
C 0.095 -3.243 1.443
S -1.008 -2.664 0.193
N 0.653 -2.566 2.415
N 0.244 -1.281 2.490
C 0.830 -0.450 3.277
C 2.023 -0.735 4.104
C 3.007 0.252 4.202
C 4.152 0.035 4.949
C 4.318 -1.168 5.624
C 3.341 -2.150 5.539
C 2.202 -1.944 4.776
C 0.189 0.903 3.344
C 0.299 1.704 4.468
C -0.359 2.924 4.501
C -1.118 3.321 3.412
C -1.207 2.462 2.334
N -0.565 1.287 2.300
H -0.002 -5.132 0.661
H 1.016 -4.949 2.055
H 2.885 1.197 3.680
H 4.910 0.805 5.012
H 5.207 -1.336 6.218
H 3.465 -3.084 6.073
H 1.445 -2.712 4.713
H 0.881 1.361 5.313
H -0.284 3.555 5.378
H -1.640 4.267 3.398
H -1.810 2.708 1.469
C 0.374 1.969 -2.139
C -0.613 2.976 -1.502
C -2.097 2.619 -1.640
Sb -2.677 0.662 -1.007
C -2.566 -0.470 -2.781
C -2.737 -1.850 -2.699
C -2.757 -2.615 -3.860
C -2.601 -2.006 -5.099
C -2.440 -0.628 -5.185
C -2.432 0.142 -4.027
C -4.764 0.852 -0.835
C -5.501 -0.260 -0.431
C -6.886 -0.187 -0.404
C -7.528 0.990 -0.770
C -6.790 2.096 -1.171
C -5.400 2.035 -1.203
Sb 1.369 0.727 -0.715
C 1.603 -1.171 -1.544
C 1.004 -1.543 -2.747
C 1.248 -2.814 -3.252
C 2.054 -3.702 -2.550
C 2.640 -3.327 -1.343
C 2.417 -2.060 -0.834
C 3.389 1.365 -0.724
C 4.002 1.301 -1.973
C 5.337 1.676 -2.066
C 6.030 2.091 -0.933
C 5.401 2.138 0.304
C 4.065 1.773 0.420
H 1.209 2.466 -2.635
H -0.111 1.311 -2.862
H -0.461 3.949 -1.968
H -0.380 3.128 -0.446
H -2.429 2.699 -2.676
H -2.707 3.305 -1.054
H -2.860 -2.343 -1.740
H -2.899 -3.687 -3.794
H -2.617 -2.604 -6.002
H -2.338 -0.151 -6.152
H -2.330 1.217 -4.118
H -5.010 -1.183 -0.141
H -7.465 -1.049 -0.094
H -8.609 1.046 -0.740
H -7.293 3.010 -1.463
H -4.844 2.907 -1.525
H 0.364 -0.872 -3.302
H 0.802 -3.106 -4.195
H 2.234 -4.693 -2.948
H 3.277 -4.019 -0.807
H 2.881 -1.770 0.103
H 3.476 0.957 -2.856
H 5.834 1.636 -3.027
H 7.071 2.377 -1.018
H 5.947 2.460 1.182
H 3.574 1.811 1.384
*
```

gap between HOMO and LUMO (alpha / beta)	6.948 / 4.798	eV
lowest unoccupied orbital energy (alpha / beta)	-5.677 / -8.340	eV
E_HOMO (alpha / beta)	-12.62 / -13.14	eV


The following is a quantum chemistry calculation of a 2-piece molecular cluster, C4H12 overall in a non-equilibrium geometry, from the Open Molecules 2025 dataset.

The geometry in ORCA input format:
```
! wB97M-V def2-TZVPD RIJCOSX def2/J DEFGRID3
* xyz 0 1
C -1.954 0.145 0.300
C -1.599 1.420 1.064
H -1.320 -0.728 0.459
H -3.010 -0.094 0.345
H -1.714 0.304 -0.762
H -2.068 2.217 0.491
H -0.542 1.636 1.137
H -2.112 1.480 2.023
C 1.285 -1.365 -0.462
C 2.267 -0.233 -0.805
H 1.677 -2.326 -0.791
H 1.292 -1.376 0.627
H 0.303 -1.230 -0.897
H 1.889 0.715 -0.422
H 2.345 -0.098 -1.868
H 3.261 -0.467 -0.439
*
```

gap between HOMO and LUMO	12.608	eV
lowest unoccupied orbital energy	1.164	eV
E_HOMO	-11.44	eV
SMILES	CC.CC


The following is a quantum chemistry calculation of a 2-piece molecular cluster, C3H6O3 overall, from the Open Molecules 2025 dataset.

The geometry in ORCA input format:
```
! wB97M-V def2-TZVPD RIJCOSX def2/J DEFGRID3
* xyz 0 1
O 0.065 -2.059 -0.087
C 0.875 0.934 -0.652
C -0.502 0.577 -0.161
O -1.466 0.405 -0.870
C -0.655 0.466 1.370
O -1.680 0.097 1.877
H 0.373 -2.264 -0.977
H 0.930 0.800 -1.734
H 1.622 0.307 -0.154
H 1.095 1.981 -0.408
H -0.894 -1.987 -0.175
H 0.237 0.746 1.971
*
```

gap between HOMO and LUMO	9.442	eV
lowest unoccupied orbital energy	-0.316	eV
E_HOMO	-9.76	eV
SMILES	CC(=O)C=O.O


The following is a quantum chemistry calculation of one molecule with the formula C5H7NO, from the Open Molecules 2025 dataset.

The geometry in ORCA input format:
```
! wB97M-V def2-TZVPD RIJCOSX def2/J DEFGRID3
* xyz 0 1
C -1.783 0.567 -0.615
C -1.700 -0.651 0.294
C 1.642 0.095 -0.246
C 2.746 0.037 0.667
O 2.578 -0.900 -0.426
C 0.541 0.555 -0.744
N -0.508 1.047 -1.166
H -2.218 1.421 -0.083
H -2.700 -0.932 0.637
H -2.437 0.372 -1.470
H -1.078 -0.451 1.173
H -1.262 -1.505 -0.234
H 3.578 0.730 0.552
H 2.602 -0.386 1.660
*
```

gap between HOMO and LUMO	9.321	eV
lowest unoccupied orbital energy	0.946	eV
E_HOMO	-8.38	eV
SMILES	CCN=C=C1CO1


The following is a quantum chemistry calculation of C33H37ClNiO2Si2 as an isolated structure in a non-equilibrium geometry, from the Open Molecules 2025 dataset.

The geometry in ORCA input format:
```
! wB97M-V def2-TZVPD RIJCOSX def2/J DEFGRID3
* xyz 0 3
C -1.876 -0.654 4.902
C -2.375 -0.112 3.673
C -2.045 -1.030 2.631
H -2.983 0.787 3.574
C -1.313 -2.117 3.202
C -1.206 -1.887 4.612
H -0.787 -2.559 5.352
H -2.040 -0.247 5.892
H -2.348 -0.940 1.591
H -0.960 -2.995 2.673
Ni -0.294 -0.300 3.546
Si 0.629 0.275 -0.083
C -0.317 1.852 -0.196
C 0.270 3.016 -0.728
H 1.328 3.009 -1.013
C -0.515 4.145 -0.979
H -0.086 5.004 -1.493
C -1.852 4.175 -0.570
H -2.449 5.077 -0.729
C -2.405 3.066 0.080
H -3.427 3.114 0.451
C -1.643 1.906 0.271
H -2.078 1.044 0.795
C -0.249 -1.337 -0.337
C -1.455 -1.438 -1.051
H -1.965 -0.543 -1.421
C -1.987 -2.704 -1.321
H -2.893 -2.799 -1.920
C -1.363 -3.852 -0.826
H -1.773 -4.841 -1.051
C -0.214 -3.746 -0.033
H 0.262 -4.646 0.363
C 0.328 -2.489 0.232
H 1.212 -2.405 0.873
H 0.769 0.199 1.403
Si 1.694 0.132 -2.641
C 1.177 -1.450 -3.451
C 0.477 -1.415 -4.681
H 0.214 -0.452 -5.126
C 0.110 -2.596 -5.331
H -0.428 -2.546 -6.277
C 0.412 -3.837 -4.760
H 0.101 -4.765 -5.249
C 1.097 -3.878 -3.539
H 1.301 -4.839 -3.064
C 1.515 -2.701 -2.909
H 2.080 -2.754 -1.979
C 0.754 1.487 -3.504
C -0.648 1.532 -3.482
H -1.210 0.798 -2.895
C -1.332 2.549 -4.157
H -2.417 2.618 -4.053
C -0.635 3.465 -4.957
H -1.182 4.235 -5.512
C 0.758 3.378 -5.042
H 1.305 4.071 -5.685
C 1.452 2.413 -4.305
H 2.547 2.357 -4.354
H 3.087 0.323 -3.097
Cl 2.723 0.250 -0.535
C -0.012 2.554 4.422
O 0.553 1.602 3.521
C 2.001 1.512 3.569
C 2.426 0.289 4.365
O 1.693 -0.838 3.854
C 2.082 -2.082 4.460
H -1.110 2.517 4.291
H 0.347 3.563 4.189
H 0.250 2.291 5.466
H 2.340 1.435 2.526
H 2.408 2.418 4.040
H 3.509 0.103 4.266
H 2.161 0.419 5.429
H 3.171 -2.200 4.418
H 1.588 -2.883 3.899
H 1.743 -2.104 5.502
*
```

gap between HOMO and LUMO (alpha / beta)	6.636 / 5.237	eV
lowest unoccupied orbital energy (alpha / beta)	0.532 / -0.622	eV
E_HOMO (alpha / beta)	-6.10 / -5.86	eV


The following is a quantum chemistry calculation of one molecule with the formula C4H9NO2, from the Open Molecules 2025 dataset.

The geometry in ORCA input format:
```
! wB97M-V def2-TZVPD RIJCOSX def2/J DEFGRID3
* xyz 0 1
C 2.190 -0.422 -0.952
N 0.893 0.092 -0.560
C 0.858 0.863 0.443
O -0.236 1.323 1.043
C -1.538 0.837 0.660
C -1.649 -0.680 0.472
O -1.597 -1.078 -0.870
H 2.198 -1.506 -0.791
H 2.364 -0.246 -2.018
H 3.023 0.014 -0.382
H 1.750 1.230 0.964
H -2.167 1.174 1.487
H -1.864 1.335 -0.261
H -0.877 -1.170 1.088
H -2.621 -1.007 0.856
H -0.727 -0.759 -1.178
*
```

gap between HOMO and LUMO	10.828	eV
lowest unoccupied orbital energy	0.991	eV
E_HOMO	-9.84	eV
SMILES	C/N=C/OCCO


The following is a quantum chemistry calculation of C16H32AlK4O16P as an isolated structure in a non-equilibrium geometry, from the Open Molecules 2025 dataset.

The geometry in ORCA input format:
```
! wB97M-V def2-TZVPD RIJCOSX def2/J DEFGRID3
* xyz 4 1
Al -5.447 -18.282 -4.579
K -1.510 -19.644 -6.031
K -0.089 -18.708 -1.164
K -3.206 -17.057 -0.511
K -1.321 -16.142 -3.830
P -2.698 -18.825 -3.056
O -3.518 -17.488 -3.158
O -2.728 -19.250 -1.577
O -1.250 -18.596 -3.544
O -3.463 -19.894 -3.872
C -8.676 -15.275 -1.433
C -8.828 -16.717 -1.858
O -8.259 -17.587 -0.881
C -7.020 -18.038 -0.996
O -6.299 -17.830 -1.955
O -6.793 -18.722 0.122
C -5.652 -19.556 0.227
H -9.055 -14.593 -2.196
H -7.614 -15.009 -1.374
H -9.159 -15.055 -0.484
H -8.423 -16.866 -2.862
H -9.888 -16.966 -1.913
H -4.881 -19.093 0.850
H -5.146 -19.684 -0.735
H -5.926 -20.541 0.599
C -9.989 -21.514 -1.208
C -8.890 -20.899 -2.033
O -7.851 -21.932 -2.095
C -6.639 -21.641 -2.454
O -6.301 -20.537 -2.895
O -5.857 -22.663 -2.249
C -4.478 -22.521 -2.505
H -9.612 -21.796 -0.225
H -10.339 -22.384 -1.760
H -10.790 -20.814 -0.976
H -8.400 -20.016 -1.609
H -9.194 -20.608 -3.039
H -4.267 -22.310 -3.555
H -3.891 -23.391 -2.220
H -4.036 -21.692 -1.950
C -3.795 -24.916 4.983
C -4.464 -24.329 3.766
O -3.427 -23.774 2.969
C -3.670 -22.799 2.128
O -4.774 -22.354 1.878
O -2.547 -22.486 1.479
C -2.613 -21.294 0.708
H -3.491 -24.080 5.622
H -2.970 -25.569 4.699
H -4.503 -25.471 5.598
H -5.166 -23.535 4.058
H -5.063 -25.110 3.273
H -3.382 -21.405 -0.049
H -1.681 -21.190 0.153
H -2.756 -20.381 1.286
C -4.695 -14.675 -2.367
C -4.822 -13.909 -3.657
O -6.164 -13.679 -4.021
C -6.815 -14.734 -4.471
O -6.327 -15.852 -4.606
O -8.066 -14.405 -4.708
C -8.837 -15.326 -5.474
H -4.988 -15.718 -2.483
H -5.252 -14.288 -1.511
H -3.639 -14.645 -2.069
H -4.298 -14.476 -4.438
H -4.293 -12.958 -3.701
H -8.499 -15.457 -6.500
H -9.847 -14.923 -5.547
H -8.945 -16.240 -4.886
*
```

gap between HOMO and LUMO	1.671	eV
lowest unoccupied orbital energy	-16.837	eV
E_HOMO	-18.51	eV


Energy above the lowest of the compared OMol25 structures with the same formula, charge and spin? In order: 95.6, 8.4, 6.6, 33.8, 85.7, 57.1, 43.8, 0.0 kcal per mole.